Record 1
A 8-piece molecular cluster, C56H122N10O8 overall in a non-equilibrium geometry. Source: OMol25; level of theory: ωB97M-V with the def2-TZVPD basis set.

Each line ends with the Löwdin charge.
Element x y z (Å)
C  6.63783  -1.24883  -5.52489  -0.02
H  -1.92657  -1.07793  -3.42807  0.11
C  2.90453  -0.71017  4.66064  -0.15
O  -1.59604  -5.94718  4.58311  -0.01
N  2.54012  1.67124  5.04946  -0.14
H  1.64453  6.83708  -1.01975  0.08
C  -3.39999  -1.63821  -1.23146  -0.02
H  0.96575  3.05209  3.65130  0.08
H  1.34515  2.13137  2.23694  0.07
N  -5.15987  -0.65842  -2.76265  -0.11
H  -0.03022  1.93658  -2.54676  0.08
H  5.97477  0.40789  -8.57408  0.11
H  -2.06698  -5.11067  4.57546  0.07
H  -2.43634  0.89405  -1.72525  0.09
H  -5.56974  1.20582  2.52410  0.09
H  0.57394  4.34849  0.54248  0.08
N  0.74640  -5.30562  -3.07348  0.18
H  2.04592  7.34950  -4.35441  0.08
C  -1.11039  3.85969  -1.44210  -0.05
H  1.82110  -5.96643  6.78564  0.09
H  -1.33679  -2.81711  2.06400  0.06
H  2.50633  0.06172  -4.32456  0.06
N  1.45486  -1.05310  -1.89901  0.19
C  3.66530  0.99342  -6.96294  -0.13
H  -1.48707  4.18724  -2.41109  0.07
H  -3.36500  -0.66446  -0.74289  0.05
H  1.54507  0.53912  7.57763  0.08
H  3.08524  -4.13888  2.55628  0.12
C  6.73407  -1.98946  -7.93774  -0.04
C  -5.74033  1.24401  5.46534  -0.04
H  -4.14729  -2.26966  -0.75093  0.10
H  -1.48344  -5.01121  0.85611  0.05
H  3.30614  1.04715  1.85168  0.09
C  1.00600  3.66785  -0.19111  -0.05
C  1.16559  -0.66950  -0.65188  -0.68
H  3.21196  0.12948  7.28340  0.08
H  -5.92736  2.17843  -1.02920  0.09
H  -3.69279  -1.66928  4.03034  0.07
H  1.10043  -7.04849  5.56751  0.08
H  1.52016  -1.57998  -5.89717  0.08
C  0.70783  -5.07456  5.08174  -0.51
H  -4.78724  2.33586  1.61574  0.07
C  -3.56353  1.26616  3.16030  -0.46
H  -2.46965  3.26445  3.00194  0.13
H  2.77015  -4.50389  5.10675  0.12
H  -1.11484  5.82963  -3.57413  0.05
H  -6.27149  0.50037  -0.59573  0.09
O  2.21685  2.62988  6.00468  0.01
C  -0.27932  6.49988  -3.77603  -0.02
H  0.32167  -0.74427  5.55087  0.06
C  -4.00143  1.58852  -2.99651  -0.13
O  4.12306  -2.64836  -6.92711  0.00
H  1.14191  5.00639  -5.38367  0.11
C  2.90827  2.09471  3.69809  -0.48
H  7.61925  -0.78086  -5.60189  0.08
H  -0.46018  3.34142  -4.43965  0.09
H  1.57357  2.19501  -2.51943  0.10
C  2.14133  -4.08031  3.09821  -0.15
C  2.94147  -0.52949  3.12540  -0.17
H  4.75747  2.98720  4.51088  0.08
H  0.84898  -5.33182  -4.07792  0.13
H  5.03289  2.39945  -7.45217  0.11
H  -2.44535  3.70326  5.37310  0.11
C  2.31200  6.68157  -3.53517  -0.03
H  -5.81250  2.22833  5.00272  0.06
H  -4.63447  1.02134  -0.55754  0.05
H  3.61789  4.15397  4.09228  0.08
H  3.60591  -1.26816  2.67707  0.11
O  1.76559  0.13874  0.06326  0.01
N  1.00902  5.21511  -1.99907  -0.07
H  3.40112  0.92527  -8.01824  0.12
C  5.14489  1.46159  -6.90814  -0.18
H  -3.51893  -1.09648  6.45687  0.08
C  -3.28501  1.80276  6.02607  -0.12
H  1.89552  -3.03495  3.28506  0.07
H  0.85659  -1.76236  -2.29792  0.04
H  -1.98696  1.49688  -3.36335  0.10
H  0.44935  -2.86376  5.19089  0.04
H  7.03602  0.91696  -7.36146  0.11
H  2.52975  -1.71726  4.84343  0.08
C  1.08889  5.71795  -3.36646  -0.44
C  0.65885  2.77664  -2.63381  -0.09
H  -0.38196  6.88175  -4.79178  0.07
H  5.28341  1.67424  -5.84810  0.10
C  -4.25868  -0.32590  6.67386  -0.04
H  1.36743  0.03762  -6.46410  0.08
C  -2.68292  0.88733  -2.78697  -0.18
C  3.97986  3.17729  3.77108  -0.06
O  -4.38009  -1.04907  3.77625  -0.01
N  0.03660  -1.26831  -0.21924  0.18
C  1.78488  2.79850  2.97836  -0.04
C  0.58385  3.24041  -4.14318  -0.16
C  -3.17044  2.96454  5.03157  -0.20
H  -1.27923  -4.23628  -0.97789  0.09
H  0.93546  -3.71701  6.72318  0.08
C  -4.31083  0.69860  5.52513  -0.47
C  0.36550  3.93021  -1.54287  -0.47
C  1.00801  -4.54845  2.19452  -0.15
H  -0.29107  -2.59632  3.24019  0.07
C  6.08536  0.39938  -7.48975  -0.13
H  6.69372  -3.03687  -7.63875  0.07
C  1.97655  -0.85937  -6.57579  -0.07
H  -0.76797  -6.38513  1.35377  0.08
H  -7.57935  0.81961  -3.00880  0.07
C  -2.85598  -0.50865  -3.41393  -0.10
C  -4.81665  1.98418  2.64702  -0.04
H  4.27325  0.17787  -4.53890  0.06
H  2.05659  3.76309  2.54959  0.07
C  3.51468  0.87674  2.90789  -0.10
H  -6.47861  0.95392  -4.42841  0.08
H  0.40234  -0.00141  3.99070  0.07
C  -2.66701  2.46176  3.71246  -0.14
H  -2.45109  1.34569  1.21192  0.09
H  1.88033  -0.68548  2.93110  0.08
O  -0.02110  -3.21082  -2.93950  0.02
H  2.40516  4.26956  -4.61097  0.10
H  -2.16710  -5.87236  2.26676  0.08
H  2.54822  7.28944  -2.66178  0.06
C  3.41949  -0.43749  -6.34101  -0.42
C  -1.05496  -3.33025  2.98343  -0.02
N  -0.30107  -5.49752  4.11017  -0.08
H  -6.76202  -1.43147  -3.06491  0.10
H  -4.11586  2.65296  -2.79165  0.11
H  -2.45074  -2.16475  -1.13260  0.06
C  -2.70007  0.72317  2.07132  -0.06
C  -1.25209  -5.51398  1.79516  -0.04
H  -2.96423  -3.20096  -3.14836  0.08
H  0.03957  1.01768  5.46810  0.08
H  6.29558  -2.00860  -8.93547  0.08
H  -6.73090  2.28037  -3.23445  0.07
H  -0.41590  -1.77452  -0.96697  0.05
H  -5.23793  -0.79965  6.60495  0.07
H  -0.56089  -5.80383  -1.32523  0.10
H  6.12214  -0.89467  -4.63229  0.06
C  5.95348  -1.06358  -6.94427  -0.43
H  -1.93307  0.03375  2.42419  0.08
H  -4.57274  -3.33454  -2.78940  0.08
H  -5.20558  2.84553  3.19007  0.07
C  1.37503  4.56645  -4.41402  -0.12
N  -0.64599  -4.81477  -1.51123  0.18
O  0.84953  6.29921  -1.03588  -0.03
H  1.00770  -3.70999  1.49805  0.11
N  4.49067  -1.39697  -6.93031  -0.17
H  3.25358  6.23576  -3.85577  0.07
H  -6.24378  1.45097  6.40969  0.08
C  -0.39005  -4.71469  2.76953  -0.43
C  0.59842  0.18188  5.04713  -0.02
C  -3.89915  -2.67172  -3.33258  -0.05
H  0.92682  2.45633  -4.81822  0.08
C  0.10709  -4.33232  -2.50276  -0.72
C  -5.32423  0.77741  -2.54935  -0.45
H  3.68445  -1.40214  -4.43023  0.09
H  -3.16799  -0.32838  -4.44264  0.13
C  -5.56547  1.15335  -1.10882  -0.05
H  3.93316  -0.74331  5.01968  0.12
H  4.00922  -2.80506  -7.86737  0.11
H  -1.46907  4.54990  -0.67851  0.09
N  -3.83060  0.20738  4.19865  -0.07
H  -1.61642  2.91001  -1.26847  0.07
C  3.38398  -0.40986  -4.76667  -0.04
H  4.32064  3.40969  2.76214  0.09
H  -0.38241  -1.15568  0.69281  0.09
H  -3.55533  2.25184  6.98176  0.12
H  -4.20047  0.08212  7.68293  0.09
H  0.50915  -6.16267  -2.59463  0.11
H  2.08723  -0.57099  -2.52172  0.07
C  0.92973  -6.17234  6.19307  -0.02
H  2.96408  2.43604  6.57537  0.10
H  2.97257  1.64313  -6.42806  0.10
O  -6.21650  -1.46838  -2.27583  0.00
H  0.75723  2.63600  0.05690  0.06
C  -6.62898  1.20473  -3.37836  -0.02
H  -0.44070  7.29873  -3.05222  0.07
H  7.80449  -1.78619  -7.90635  0.09
H  4.60103  0.89583  2.99483  0.12
H  1.86738  -1.08840  7.16022  0.07
C  2.19404  -0.07026  6.94866  -0.02
C  -3.89279  -1.37505  -2.63306  -0.55
H  -1.99010  -3.29364  3.54224  0.08
C  2.05810  -4.93745  4.40453  -0.13
H  -4.26831  -2.61633  -4.35666  0.10
H  -6.37381  0.48191  5.01145  0.09
H  -3.38081  0.14135  1.44987  0.06
H  -4.19538  1.89179  -4.02535  0.11
H  -0.68589  -3.66579  6.17984  0.08
H  -1.66006  2.08597  3.89390  0.10
H  -2.29662  1.36332  6.16056  0.10
H  2.44642  -5.90272  4.07963  0.12
H  -0.04260  -6.34371  6.65494  0.08
C  2.07248  0.35562  5.44016  -0.48
H  1.36734  -5.33031  1.52544  0.12
H  2.09330  3.62161  -0.25223  0.10
C  0.33689  -3.75175  5.81291  -0.03
H  1.68360  -1.26027  -7.54613  0.08
H  6.74465  -2.32706  -5.40613  0.07
H  -4.13002  3.48152  5.03727  0.10

Atoms 1-6, force components in eV/Å:
C -0.148 -0.241 -1.225
H 0.173 0.065 -0.003
C 0.637 -0.493 -0.279
O 1.743 1.223 -0.218
N 1.452 -1.874 0.237
H 0.459 -0.526 -0.246

E_tot in Ha: -3355.9205
Maximum force in eV/Å: 6.46
SMILES: CC1(C)CCCC(C)(C)N1O.CC1(C)CCCC(C)(C)N1O.CC1(C)CCCC(C)(C)N1O.CC1(C)CCCC(C)(C)N1O.CC1(C)CCCC(C)(C)N1O.CC1(C)CCCC(C)(C)N1O.NC(N)=O.NC(N)=O
Total charge: 0


Record 2
A 8-piece molecular cluster, C56H122N6O6 overall in a non-equilibrium geometry. Source: OMol25; level of theory: ωB97M-V with the def2-TZVPD basis set.

Each line ends with the Löwdin charge.
Element x y z (Å)
C  4.15453  9.38825  7.50004  0.05
C  16.76478  26.87971  15.53401  -0.14
C  9.07070  8.09394  6.92237  -0.10
H  14.87494  17.16608  20.05500  0.14
H  14.57616  8.47908  12.12758  0.11
C  5.02202  11.74720  6.90871  -0.06
O  18.64983  13.35530  13.03855  -0.14
H  15.94896  27.48476  13.17768  0.14
H  12.08230  14.45558  20.35994  0.10
H  14.54067  6.51109  13.39378  0.12
H  16.78620  17.34240  21.66036  0.15
H  14.41096  7.59738  10.64704  0.10
H  17.31991  24.08519  16.83294  0.07
H  6.80291  8.90731  9.35905  0.12
H  13.63999  15.56999  18.80037  0.12
N  5.20337  10.49838  7.78248  -0.26
C  16.56833  14.44891  21.17243  0.06
H  4.52310  10.07343  9.79215  0.15
H  14.02601  28.78585  15.90852  0.12
C  21.78556  16.37878  14.34472  -0.27
C  18.44634  6.45718  11.31811  -0.10
H  18.94582  25.89597  18.03576  0.13
H  18.42143  18.26958  19.70735  0.10
H  20.88393  7.44068  9.27352  0.09
C  27.02801  13.13568  22.35721  -0.18
H  3.12799  11.82492  8.96698  0.10
H  29.62083  12.55475  24.57200  0.07
H  17.59396  14.36875  21.61118  0.12
H  23.13026  10.75063  20.89207  0.12
H  4.07530  9.27490  6.41604  0.11
H  17.81782  29.22197  15.51006  0.14
H  21.98231  15.11840  7.94210  0.10
H  4.34364  8.43552  8.01799  0.11
H  24.76516  13.31468  18.32279  0.12
H  3.75704  13.48532  7.42644  0.12
C  16.32602  5.87214  12.29772  -0.16
C  15.27214  28.00016  13.88442  -0.07
H  8.50805  7.19762  6.68965  0.08
H  22.77431  6.66680  10.40869  0.09
N  15.91281  28.04206  15.28120  -0.26
C  14.98179  16.12578  20.41409  -0.17
H  24.35638  16.12827  11.14867  0.13
H  27.85500  12.52341  24.79045  0.09
H  16.49653  7.48416  10.06285  0.15
H  12.96574  14.84728  21.77974  0.14
C  16.80134  15.51730  18.82278  -0.08
C  23.16166  16.24425  9.38013  -0.12
H  20.08666  17.07333  13.22415  0.06
C  20.63735  6.85367  10.09355  -0.25
C  23.92571  15.40268  10.45046  -0.06
H  14.80883  16.25288  21.46393  0.11
H  23.29160  16.82816  12.94011  0.13
H  19.08690  5.94211  12.03934  0.15
H  14.26369  5.72861  11.83618  0.12
H  6.02884  11.99370  6.57510  0.12
H  22.88518  17.21350  9.76189  0.11
H  4.35495  11.47546  6.10191  0.13
H  22.59644  12.86339  12.39362  0.11
H  12.67748  17.27855  21.27047  0.06
H  24.51305  12.62205  22.22321  0.13
H  14.31026  27.46428  13.83873  0.14
C  18.56128  25.91009  16.99877  -0.25
H  12.18495  16.92061  19.59740  0.09
H  7.30251  10.82735  7.90167  0.15
H  18.09836  8.69447  12.93927  0.09
H  11.11578  16.68921  21.00091  0.08
H  19.37188  26.31900  16.44939  0.10
H  20.95358  13.88165  10.16090  0.17
H  16.17900  25.98637  15.31788  0.14
H  16.68446  26.42815  17.65589  0.11
H  28.72519  13.98166  24.28602  0.08
H  5.43952  13.44160  8.15420  0.11
H  16.67230  7.96847  13.74739  0.12
H  9.04512  9.38053  8.70650  0.11
H  16.23059  17.23730  17.84632  0.09
C  21.95656  15.35012  11.97505  -0.14
H  18.87275  8.17271  9.98054  0.11
H  16.83477  8.85508  11.03614  0.13
H  27.50995  12.97139  20.12176  0.16
N  22.80390  14.59304  11.10435  -0.26
H  8.70855  8.83006  6.16845  0.08
C  26.72717  12.76723  20.89001  -0.14
H  4.13285  12.66653  10.03247  0.13
C  24.20523  12.58003  21.15164  -0.06
C  18.29159  24.43774  16.46996  -0.09
C  21.98639  14.25485  9.81739  -0.08
H  26.67224  11.71437  20.90536  0.11
H  20.04134  17.54407  14.91955  0.08
C  24.05563  11.18406  20.58490  -0.13
H  17.30228  30.04489  13.54955  0.12
C  17.47549  17.80451  19.66621  -0.13
C  17.13139  16.92859  18.34534  -0.09
H  24.53378  10.45188  18.54304  0.12
C  19.37856  7.52178  10.70253  -0.17
H  16.74194  5.25365  13.09980  0.16
O  19.80871  13.84081  18.81715  -0.07
H  14.20271  27.11645  16.11062  0.10
H  24.67364  14.72846  10.08323  0.13
H  26.22550  12.40170  18.52483  0.13
H  17.86485  16.98858  17.49832  0.12
C  25.26480  14.63888  20.27397  0.01
H  17.70114  27.71106  17.35644  0.10
H  17.61347  14.80001  18.72205  0.11
H  16.38447  13.54640  20.57759  0.11
C  28.44057  12.52745  22.74356  -0.25
O  21.49552  13.76489  17.40095  -0.05
H  21.86805  6.18182  11.88137  0.08
H  23.83553  16.31544  8.56649  0.11
H  23.18936  15.19908  13.61985  0.10
H  21.45774  16.04359  11.30937  0.13
C  20.43536  14.23502  17.81710  -0.93
C  28.68376  12.89986  24.18101  -0.11
H  18.36653  24.09141  15.44997  0.06
C  16.47928  30.12050  14.23026  -0.14
H  21.30289  15.48265  14.68013  0.09
H  24.12322  13.71939  12.44495  0.08
O  20.10473  11.81484  13.09946  -0.11
C  16.38936  7.87320  11.10323  -0.09
H  14.33801  14.17529  19.58956  0.12
H  26.09047  15.14038  19.83731  0.09
H  21.04379  16.07821  9.10640  0.12
H  18.25591  7.25888  13.84156  0.11
C  24.24719  11.37950  19.04941  -0.11
N  17.17042  6.98658  12.00931  -0.28
H  27.09491  14.17622  22.69169  0.11
C  23.36732  13.36549  11.80214  0.05
C  14.92687  6.37676  12.39188  -0.13
H  16.37375  5.16653  11.39210  0.17
C  25.21572  12.54466  18.91862  -0.08
H  16.72938  18.56243  19.79707  0.10
C  22.62715  15.98622  13.18346  -0.18
H  25.33378  14.94680  21.35914  0.12
H  18.00492  12.47633  11.15134  0.12
H  22.55604  13.54354  9.24161  0.13
H  8.82535  7.60798  8.96766  0.13
C  5.00225  10.89448  9.22521  -0.10
C  16.72355  29.39426  15.51007  -0.04
H  22.41140  16.59512  15.25856  0.14
H  14.41057  30.00018  14.09087  0.10
C  12.75958  15.20297  20.72150  -0.25
C  6.62283  10.02575  7.50993  -0.12
C  14.74381  28.01609  16.23135  0.02
H  19.17579  23.93973  16.97434  0.09
H  23.32732  13.25785  21.00426  0.15
O  18.34061  11.69850  11.62440  0.10
H  28.29979  11.40618  22.53639  0.14
H  21.19742  14.60734  12.25251  0.15
H  20.34182  5.92142  9.67510  0.10
C  20.70660  17.42708  14.02522  -0.08
H  21.96110  7.90808  11.34046  0.09
H  15.88679  15.09441  18.39071  0.12
H  23.30218  11.67739  18.60790  0.11
H  16.37154  29.72503  16.47788  0.13
H  17.53475  26.91168  14.70178  0.16
H  15.86382  14.57377  21.97429  0.09
C  12.14279  16.59908  20.64964  -0.10
C  14.94269  7.66704  11.54493  -0.12
C  21.84412  6.85348  10.99782  -0.10
H  24.33654  14.94943  19.76100  0.12
C  17.37984  26.79369  16.95077  -0.21
H  21.20407  18.36861  13.69593  0.08
N  25.42873  13.15088  20.29505  -0.27
C  4.12013  12.13990  9.08678  -0.15
N  16.43600  15.74887  20.30043  -0.22
H  18.17151  5.77685  10.55712  0.11
H  26.36912  12.61168  23.05207  0.10
C  19.02507  12.21517  12.54140  -0.91
C  8.56528  8.47436  8.29525  -0.28
C  4.57288  12.91835  7.84569  -0.09
C  21.92954  15.45332  8.93073  -0.15
H  23.83778  12.69878  11.07633  0.11
H  19.71574  8.22888  11.48777  0.12
H  16.34163  31.17008  14.40448  0.12
H  5.98437  11.15892  9.59948  0.13
C  15.20429  29.52400  13.55245  -0.11
H  15.09521  29.67830  12.51427  0.11
H  3.20331  9.75244  7.78926  0.09
H  20.31149  15.38000  16.26438  0.08
H  10.12436  7.90496  6.92101  0.07
C  17.35392  16.89971  20.80053  -0.10
C  17.59107  7.80275  13.20182  0.07
C  7.06066  8.71679  8.28364  -0.19
H  18.30958  16.46656  21.03178  0.13
H  6.73847  9.93685  6.41465  0.14
H  24.88924  10.60774  20.98832  0.11
O  19.80513  15.10616  17.05822  0.06
H  15.03959  28.31380  17.21249  0.10
C  13.96663  15.20252  19.78187  -0.20
H  6.50337  7.83494  7.93838  0.11
H  29.15053  12.92092  22.01472  0.11

Atoms 1-6, force components in eV/Å:
C 1.013 0.523 -1.073
C 1.584 -0.733 -0.687
C -1.533 0.603 -0.319
H 0.138 -0.504 -0.314
H -0.304 0.798 0.275
C 0.208 0.608 0.926

E_tot in Ha: -2985.5538
Maximum force in eV/Å: 12.04
Total charge: +4